Record 1
Molecular formula: C4H9NO2S
Method: DFT, wB97M-V/def2-TZVPD

Structure (ORCA input):
```
! wB97M-V def2-TZVPD RIJCOSX def2/J DEFGRID3
* xyz 0 1
C 0.73 0.18 1.59
C 0.09 -0.58 0.43
C -1.37 -0.15 0.19
S -2.55 -1.53 0.48
N 0.93 -0.46 -0.78
C 1.00 0.71 -1.47
O 1.55 0.51 -2.69
O 0.67 1.81 -1.07
H 0.74 1.25 1.42
H 0.20 -0.04 2.51
H 1.75 -0.13 1.72
H 0.14 -1.63 0.67
H -1.43 0.27 -0.81
H -1.68 0.56 0.96
H -3.30 -0.88 1.37
H 0.94 -1.27 -1.38
H 1.58 1.39 -3.13
*
```

Output
DFT total energy	-20715.0329	eV
energy above the lowest of the compared OMol25 structures with the same formula, charge and spin	0.0000	eV
lowest unoccupied orbital energy	0.69	eV
frontier orbital gap	9.910	eV
structure (SMILES)	C[C@@H](CS)NC(=O)O


Record 2
Molecular formula: C4H9NO2S
Method: DFT, wB97M-V/def2-TZVPD

Structure (ORCA input):
```
! wB97M-V def2-TZVPD RIJCOSX def2/J DEFGRID3
* xyz 0 1
C 1.25 -1.19 1.61
C -0.78 1.40 -0.94
C 0.02 0.04 0.89
C 0.39 0.47 -0.50
N 0.93 -2.51 1.28
O 2.52 -1.72 3.86
O 2.49 -0.56 1.55
S 1.87 -0.60 3.21
H -1.74 1.02 -0.95
H -0.69 1.83 -2.05
H -0.78 2.25 -0.44
H -1.04 -0.49 0.98
H 0.09 0.72 1.70
H 0.48 -0.49 -1.06
H 1.44 1.07 -0.44
H 1.76 -2.94 0.92
H 0.08 -2.46 0.75
*
```

Output
DFT total energy	-20710.5926	eV
energy above the lowest of the compared OMol25 structures with the same formula, charge and spin	4.4403	eV
lowest unoccupied orbital energy	0.56	eV
frontier orbital gap	9.311	eV


Record 3
Molecular formula: C4H9NO2S
Method: DFT, wB97M-V/def2-TZVPD

Structure (ORCA input):
```
! wB97M-V def2-TZVPD RIJCOSX def2/J DEFGRID3
* xyz 0 1
C -0.60 -0.45 -0.38
N 0.86 -0.31 -0.67
C 1.33 -0.49 -1.94
O 0.46 -1.25 -2.69
O 2.40 -0.17 -2.36
C -1.13 0.67 0.55
C -0.29 0.93 1.76
S 0.54 -0.37 2.69
H -0.65 -1.42 0.10
H -1.12 -0.39 -1.34
H 1.44 0.32 -0.14
H 0.94 -1.41 -3.52
H -1.09 1.57 -0.13
H -2.19 0.61 0.79
H 0.55 1.65 1.67
H -0.86 1.55 2.48
H -0.58 -1.05 3.14
*
```

Output
DFT total energy	-20714.6059	eV
energy above the lowest of the compared OMol25 structures with the same formula, charge and spin	0.4270	eV
lowest unoccupied orbital energy	0.62	eV
frontier orbital gap	10.015	eV
structure (SMILES)	O=C(O)NCCCS


Record 4
Molecular formula: C4H9NO2S
Method: DFT, wB97M-V/def2-TZVPD

Structure (ORCA input):
```
! wB97M-V def2-TZVPD RIJCOSX def2/J DEFGRID3
* xyz 0 1
C 0.90 0.95 -0.45
C 0.61 -1.42 -0.15
C -0.17 -0.12 -0.58
C -1.37 0.13 0.27
N -2.52 -0.81 -0.02
O -3.47 -0.74 0.77
O -2.47 -1.51 -0.96
S -2.05 1.89 -0.02
H 1.00 1.12 0.71
H 0.63 1.92 -1.05
H 1.76 0.46 -0.91
H 1.11 -1.99 -1.03
H 1.55 -1.13 0.44
H -0.08 -1.94 0.51
H -0.33 -0.08 -1.66
H -1.13 0.23 1.38
H -3.27 1.47 0.55
*
```

Output
DFT total energy	-20710.3244	eV
energy above the lowest of the compared OMol25 structures with the same formula, charge and spin	4.7085	eV
lowest unoccupied orbital energy	-0.13	eV
frontier orbital gap	9.638	eV
structure (SMILES)	CC(C)[C@@H](S)[N+](=O)[O-]